1.
A structure of composition C36H61BrF3GaN7O2SbSi3, computed with ωB97M-V/def2-TZVPD.

Properties
net charge: +2
maximum force: 0.60 eV Å⁻¹
LUMO: -4.09 eV
Kohn-Sham gap: 8.91 eV
HOMO: -12.996 eV

XYZ file:
```
115
Properties=species:S:1:pos:R:3:lowdin_charge:R:1
Ga 0.16 -0.34 1.46 0.269
N -2.16 5.00 -0.06 0.174
C -3.16 4.18 -0.80 -0.124
C -3.35 2.82 -0.13 -0.255
N -2.30 1.85 -0.35 0.034
H -1.84 5.80 -0.60 0.172
H -1.31 4.44 0.23 0.080
H -2.55 5.36 0.81 0.118
H -2.80 4.06 -1.82 0.134
H -4.09 4.75 -0.83 0.132
H -4.30 2.41 -0.49 0.109
H -3.48 2.97 0.95 0.120
H -1.39 2.22 -0.12 0.033
H -2.26 1.57 -1.33 0.051
C -5.23 -2.65 0.13 -0.215
Si -4.12 -1.15 0.14 0.351
C -4.46 -0.37 -1.52 -0.203
C -4.48 -0.05 1.61 -0.219
Sb -1.67 -1.98 0.46 0.990
Si -2.16 -4.29 1.67 0.376
C -3.29 -3.85 3.09 -0.206
C -2.94 -5.29 0.31 -0.207
C -0.75 -5.31 2.32 -0.207
Si -0.79 -2.38 -1.94 0.339
C -2.11 -3.35 -2.83 -0.196
C 0.82 -3.30 -1.86 -0.205
C -0.60 -0.66 -2.63 -0.206
H -6.25 -2.28 0.02 0.054
H -5.20 -3.26 1.03 0.020
H -5.03 -3.29 -0.73 0.029
H -5.51 -0.08 -1.49 0.053
H -4.36 -1.12 -2.32 0.026
H -3.88 0.50 -1.80 -0.005
H -4.91 -0.63 2.43 0.034
H -5.21 0.72 1.34 0.036
H -3.58 0.45 1.97 0.007
H -4.01 -3.05 2.88 0.008
H -2.70 -3.57 3.96 0.026
H -3.85 -4.74 3.37 0.055
H -3.82 -4.84 -0.16 0.007
H -3.25 -6.25 0.74 0.055
H -2.21 -5.51 -0.47 0.028
H -0.05 -4.81 2.98 0.004
H -0.19 -5.78 1.51 0.034
H -1.24 -6.11 2.90 0.055
H -2.26 -4.33 -2.40 0.019
H -1.79 -3.49 -3.87 0.050
H -3.07 -2.83 -2.85 0.016
H 0.71 -4.28 -1.40 0.032
H 1.56 -2.72 -1.29 0.004
H 1.20 -3.44 -2.87 0.049
H -1.56 -0.16 -2.71 0.013
H -0.18 -0.72 -3.64 0.048
H 0.08 -0.06 -2.02 0.023
Br -1.19 4.95 3.43 0.812
C 0.65 4.46 3.51 -0.585
C 1.44 5.05 4.48 -0.103
C 2.76 4.65 4.61 -0.049
C 3.27 3.64 3.81 -0.050
C 2.47 3.04 2.85 -0.019
C 1.15 3.46 2.69 -0.188
C 0.34 2.79 1.61 -0.529
O -0.11 3.44 0.67 -0.002
O 0.24 1.53 1.76 -0.051
H 1.03 5.82 5.12 0.110
H 3.39 5.12 5.36 0.119
H 4.30 3.33 3.92 0.116
H 2.85 2.25 2.22 0.123
C 4.50 -4.99 2.15 -0.077
C 3.55 -4.84 0.95 -0.197
C 2.39 -4.01 1.27 -0.173
N 1.48 -3.36 1.53 0.191
H 5.35 -5.59 1.86 0.086
H 4.00 -5.48 2.98 0.082
H 4.86 -4.02 2.49 0.073
H 3.19 -5.81 0.62 0.125
H 4.07 -4.37 0.10 0.116
C -0.19 0.44 4.35 -0.133
N 0.00 0.11 5.74 -0.069
C -0.70 -1.13 6.06 -0.141
N -0.19 -2.25 5.25 -0.067
C -0.39 -1.93 3.86 -0.227
N 0.33 -0.67 3.45 -0.123
C 1.80 -0.85 3.79 -0.143
N 1.98 -1.16 5.18 -0.069
C 1.43 -0.07 5.99 -0.135
C 1.25 -2.39 5.50 -0.135
H 0.36 1.34 4.10 0.115
H -1.25 0.58 4.13 0.142
H -1.77 -1.01 5.87 0.135
H -0.55 -1.36 7.12 0.137
H -1.45 -1.78 3.66 0.097
H -0.01 -2.73 3.23 0.056
H 2.30 0.08 3.53 0.128
H 2.18 -1.66 3.16 0.100
H 1.96 0.85 5.75 0.133
H 1.58 -0.30 7.05 0.137
H 1.40 -2.64 6.55 0.137
H 1.64 -3.21 4.89 0.130
F 8.72 -1.95 -2.24 0.149
C 7.86 -1.11 -2.84 -0.594
F 7.66 -1.56 -4.09 0.152
F 8.47 0.09 -2.94 0.158
C 6.56 -1.00 -2.08 -0.105
C 5.50 -0.33 -2.69 0.007
C 4.31 -0.19 -2.01 -0.008
C 4.16 -0.72 -0.73 -0.242
C 5.23 -1.38 -0.13 -0.021
C 6.43 -1.52 -0.81 0.008
C 2.92 -0.59 -0.02 -0.082
C 1.85 -0.50 0.55 -0.061
H 5.62 0.07 -3.68 0.133
H 3.47 0.32 -2.48 0.119
H 5.12 -1.78 0.87 0.111
H 7.26 -2.03 -0.35 0.126
```

2.
A cluster of 4 separate species, C36H64BrF2N4O16S in total, computed with ωB97M-V/def2-TZVPD.

Properties
net charge: +1
maximum force: 3.13 eV Å⁻¹
LUMO: -3.57 eV
Kohn-Sham gap: 8.57 eV
HOMO: -12.143 eV

XYZ file:
```
124
Properties=species:S:1:pos:R:3:lowdin_charge:R:1
C 1.03 -4.20 -0.65 -0.095
C 2.12 -4.20 -1.75 -0.243
C 3.11 -3.05 -1.50 -0.224
C 2.54 -1.71 -1.97 -0.208
C 3.58 -0.61 -1.78 -0.198
C 3.32 0.63 -2.61 -0.168
C 2.19 1.50 -2.03 -0.170
C 2.75 2.25 -0.81 -0.163
C 1.83 3.24 -0.09 -0.395
S 1.26 4.53 -1.34 0.670
C -0.14 4.18 -2.37 -0.113
O 0.92 5.67 -0.52 -0.303
O 2.34 4.74 -2.26 -0.314
N 2.62 4.03 0.84 -0.459
Br 4.12 4.92 0.23 1.072
C 2.70 3.57 2.22 -0.264
C 3.67 4.38 3.09 -0.455
O 3.37 5.46 3.55 0.162
N 4.91 3.77 3.40 0.164
C 4.93 3.31 4.75 -0.476
O 4.16 2.52 5.24 0.172
F 5.91 3.86 5.44 0.178
C 1.34 3.80 2.82 -0.030
N 0.27 3.55 1.78 0.027
C -1.03 3.32 2.49 -0.045
C -2.18 4.14 1.89 -0.192
O -2.25 5.32 2.14 0.129
C 0.66 2.55 0.71 -0.198
C -0.57 2.27 -0.16 -0.107
C -1.56 1.16 0.26 -0.161
C -1.61 0.02 -0.76 -0.393
C -2.27 0.55 -2.04 -0.048
C -2.53 -1.07 -0.17 -0.042
C 1.05 1.17 1.26 -0.316
O 1.24 0.24 0.50 0.162
N 1.15 0.97 2.68 0.179
C 1.85 -0.21 3.00 -0.496
O 1.35 -1.19 3.49 0.197
F 3.14 -0.10 2.75 0.169
H 0.32 -3.42 -0.89 0.051
H 0.55 -5.16 -0.56 0.067
H 1.50 -3.91 0.28 0.065
H 1.63 -4.01 -2.69 0.099
H 2.64 -5.14 -1.75 0.101
H 3.40 -3.00 -0.45 0.110
H 4.00 -3.22 -2.09 0.109
H 2.21 -1.80 -2.99 0.119
H 1.70 -1.52 -1.31 0.082
H 4.54 -1.03 -2.07 0.115
H 3.65 -0.40 -0.72 0.102
H 3.09 0.39 -3.64 0.120
H 4.22 1.23 -2.64 0.105
H 1.40 0.81 -1.76 0.088
H 1.90 2.19 -2.81 0.103
H 3.59 2.78 -1.22 0.066
H 3.18 1.55 -0.11 0.117
H -0.10 3.18 -2.78 0.057
H -1.10 4.32 -1.89 0.069
H -0.06 4.87 -3.19 0.089
H 3.03 2.53 2.26 0.134
H 5.13 3.03 2.76 0.141
H 1.22 3.14 3.66 0.134
H 1.23 4.83 3.13 0.155
H 0.17 4.45 1.29 0.164
H -1.28 2.29 2.61 0.113
H -0.93 3.71 3.50 0.142
H -2.92 3.65 1.26 0.130
H -0.21 1.99 -1.14 0.081
H -1.10 3.20 -0.33 0.099
H -2.56 1.59 0.23 0.111
H -1.45 0.76 1.26 0.099
H -0.62 -0.36 -0.97 0.112
H -1.53 1.04 -2.66 0.068
H -2.76 -0.24 -2.59 0.088
H -3.00 1.31 -1.80 0.084
H -2.35 -2.04 -0.60 0.084
H -2.45 -1.07 0.91 0.073
H -3.55 -0.78 -0.39 0.084
H 0.25 0.94 3.15 0.147
C -5.18 -3.10 5.02 -0.063
C -5.93 -2.83 3.73 -0.216
O -5.24 -3.37 2.60 0.026
C -5.39 -4.68 2.41 -0.638
O -6.05 -5.42 3.09 0.125
O -4.68 -5.03 1.35 0.004
C -4.70 -6.43 1.06 -0.027
H -4.15 -2.75 4.95 0.078
H -5.67 -2.61 5.86 0.082
H -5.14 -4.17 5.23 0.078
H -6.00 -1.76 3.55 0.119
H -6.95 -3.22 3.78 0.122
H -5.71 -6.80 0.99 0.095
H -4.14 -6.98 1.82 0.100
H -4.20 -6.56 0.10 0.095
C 10.28 1.12 -1.91 -0.063
C 9.60 1.21 -3.26 -0.204
O 8.19 1.46 -3.13 0.039
C 7.87 2.73 -2.89 -0.615
O 8.62 3.66 -2.79 0.138
O 6.54 2.79 -2.77 -0.006
C 6.04 4.09 -2.45 -0.072
H 9.78 0.38 -1.28 0.081
H 11.32 0.83 -2.03 0.083
H 10.25 2.08 -1.40 0.076
H 9.68 0.26 -3.78 0.123
H 10.06 1.97 -3.89 0.125
H 6.41 4.84 -3.15 0.106
H 6.32 4.36 -1.44 0.055
H 4.96 4.04 -2.53 0.055
C -9.67 -5.51 0.78 -0.053
C -8.64 -4.43 0.53 -0.204
O -8.01 -4.60 -0.74 0.038
C -8.71 -4.16 -1.79 -0.619
O -9.78 -3.63 -1.75 0.129
O -8.00 -4.41 -2.89 0.004
C -8.66 -4.05 -4.10 -0.038
H -9.23 -6.50 0.66 0.083
H -10.07 -5.43 1.79 0.084
H -10.50 -5.43 0.08 0.078
H -7.85 -4.51 1.27 0.102
H -9.08 -3.44 0.62 0.126
H -9.00 -3.02 -4.07 0.095
H -9.51 -4.72 -4.28 0.100
H -7.94 -4.17 -4.90 0.092
```

> What is the formula in the second record?

C36H64BrF2N4O16S

> What is the formula in the second record?

C36H64BrF2N4O16S

> Among the records above, which one has the lowest maximum force?

C36H61BrF3GaN7O2SbSi3